Record 1
Below is a 10-piece molecular cluster, C24H62N2O11 overall at a distorted geometry, with properties calculated with ωB97M-V with the def2-TZVPD basis set.

```
! wB97M-V def2-TZVPD RIJCOSX def2/J DEFGRID3
* xyz -2 1
O 2.23031 2.63544 6.47277
O 6.26081 0.32215 5.32286
O 0.01794 -6.83063 4.66877
O -1.10815 -1.33551 -3.19442
O 2.29592 -6.30637 1.08930
O 2.90194 -1.08222 -1.07697
O 2.06616 -1.60482 4.28130
O 0.32268 -1.05250 5.35208
O 4.68908 -2.98663 1.32760
O -2.90390 2.02016 5.78495
O 3.60956 5.86776 0.61909
N -1.78879 -2.28744 -3.86660
N 2.55171 5.59473 -0.36826
C -1.46757 -4.02227 -1.97112
C 0.18528 5.66851 -2.18200
C -0.08039 -1.87691 3.13039
C 0.44102 5.74118 0.98362
C 0.40090 -3.08827 -4.99927
C -1.08908 -2.63083 -5.14115
C 3.82063 6.59031 -2.22130
C -3.54262 -2.49038 -2.12148
C -4.64036 3.13650 4.44804
C -1.37567 -6.58024 5.03544
C -1.10349 -1.48608 -6.13471
C 0.81811 -1.46954 4.32732
C -4.22558 1.85559 5.27996
C -2.42332 -4.84550 -4.90869
C 0.36556 4.53014 -1.10158
C -2.43300 -3.22514 -2.94131
C 2.00566 8.05038 -1.02750
C 1.61151 3.61908 0.85185
C -3.25749 -4.21584 -3.79722
C 2.46310 6.59395 -1.48450
C -2.36865 -7.25492 4.11060
C -1.88420 -3.76252 -5.90088
C 1.30548 4.91137 0.05114
C 1.52535 6.17042 -2.61565
H -4.90591 1.65274 6.10706
H 4.05802 5.68295 -2.77666
H -1.00248 -2.32547 3.50003
H -0.27719 -1.81257 -3.13494
H 2.74812 8.53413 -0.39280
H 1.07673 6.12187 1.78303
H 0.61582 -3.71886 -4.13655
H 2.20745 3.45089 5.97203
H 6.01008 0.10864 4.42409
H -5.70095 3.03184 4.21937
H -1.91993 -4.03336 -0.97948
H -0.28061 -1.01507 2.49380
H 0.71934 2.99342 0.87767
H 2.00950 3.84771 1.84050
H -2.23645 -8.33317 4.02112
H 3.29724 -0.21169 -1.12339
H -4.57702 4.09005 4.97228
H -4.09603 -3.11637 -1.42151
H 3.84570 7.33316 -3.01858
H 4.63320 6.78563 -1.52152
H 4.04789 -2.76336 2.00233
H 2.39307 3.04017 0.35977
H 0.68926 3.62462 -1.61475
H -1.63895 -5.52251 5.03250
H -3.73494 -5.02578 -3.24573
H -1.63571 -5.45937 -4.47173
H 3.47044 -1.57259 -0.48319
H -0.71303 -0.56352 -5.70517
H -2.79899 -3.51373 -6.43883
H -0.47950 -1.61212 -7.01949
H 1.17018 7.00019 -3.22675
H -0.36833 5.20832 -3.00044
H -3.39847 -6.94673 4.29110
H -1.33006 -5.05021 -2.30659
H 2.05873 8.72456 -1.88234
H 1.09382 -2.25877 -4.85831
H -2.11197 -1.16331 -6.39331
H 5.43112 -2.40726 1.50056
H 1.01262 8.07885 -0.57897
H -2.30155 -6.93847 3.06971
H -0.50791 -3.53747 -1.79192
H -0.43274 6.46105 -1.76005
H -3.99337 3.24136 3.57710
H -0.34207 5.14292 1.44940
H 1.41219 2.19251 6.24756
H 2.76588 -5.47552 1.01821
H 0.05492 -6.59208 3.73962
H 7.15625 0.65249 5.25016
H 0.48119 -2.52661 2.45911
H -4.33869 0.93772 4.70306
H 2.62636 -6.83209 0.36085
H -0.02986 6.61690 0.53699
H -1.29235 -4.37324 -6.58269
H 1.85007 5.34486 -3.24897
H 0.68523 -3.66847 -5.87714
H -4.25260 -2.14057 -2.87093
H -2.51534 1.14476 5.85054
H -1.48717 -6.91496 6.06676
H -0.63738 4.32389 -0.72788
H -3.11623 -5.50557 -5.43049
H -3.24344 -1.60472 -1.56092
H -4.11971 -3.70576 -4.22677
*
```

For the HOMO-LUMO gap, the calculation gives 3.25 eV.

Record 2
Below is a 9-piece molecular cluster, C24H62O11Si overall at a distorted geometry, with properties calculated with ωB97M-V with the def2-TZVPD basis set.

```
! wB97M-V def2-TZVPD RIJCOSX def2/J DEFGRID3
* xyz 0 1
Si 6.07640 -2.16256 -1.12993
O 3.79983 -0.48878 -1.45433
O 3.87805 -2.92622 2.55486
O 5.37513 2.72629 -3.26744
O 1.64899 -0.97322 -0.79210
O -1.72349 -1.41094 2.23300
O 4.67471 2.43293 1.37684
O -4.36387 -3.13768 -4.00604
O -0.76400 -2.61875 -1.96675
O -6.65374 0.77600 3.39073
O -5.43076 3.87506 4.82144
O -5.59085 1.07725 -0.75546
C 4.91630 -1.05282 -2.18845
C 4.62572 3.46430 0.39524
C -2.73626 -4.08430 -5.50769
C 3.00971 -1.48267 -0.79540
C 0.28220 -3.06262 -1.05333
C -4.80981 1.33661 -1.91686
C -7.54860 -0.15810 5.42992
C 8.89492 -2.39589 -0.85367
C -3.03513 -0.95373 1.93080
C 3.74501 -1.55850 2.92694
C 7.87425 -2.03809 -1.76095
C 0.79762 -1.90929 -0.08758
C 3.98013 -1.39225 4.41516
C 4.34243 4.27518 -4.80387
C -3.96537 0.12463 -2.25935
C -5.44999 4.89755 3.83173
C -3.58486 -2.87542 -5.16410
C 3.35004 3.35709 -0.41483
C 4.83558 -5.02986 -1.40770
C 5.46190 -3.98047 -1.28927
C -3.59183 -0.14122 3.08260
C -6.71321 4.80024 2.99834
C -6.81490 1.00310 4.78861
C 5.56662 3.43923 -4.48456
H -2.95736 -1.99772 -4.97566
H -0.15934 -3.87991 -0.41181
H 6.44390 4.07678 -4.36531
H -4.26580 -2.64172 -5.98419
H -8.53570 -0.28845 4.97787
H -4.55954 4.79607 3.20291
H 3.29832 4.14631 -1.16842
H -3.29644 -0.12905 -1.43159
H 3.26199 -1.98535 4.98852
H -4.17844 2.21150 -1.72921
H 3.29257 2.38713 -0.91705
H -7.00068 -1.09028 5.27407
H -0.11141 -1.33205 0.27702
H -5.49137 1.57343 -2.73520
H 5.56708 -0.17903 -2.52796
H -2.13494 -3.89903 -6.40079
H 3.45662 3.64153 -4.90269
H 1.29491 -2.37168 0.81500
H 2.47492 3.43208 0.23515
H 4.60305 2.15694 -3.38036
H -6.77430 3.82771 2.50166
H 3.88583 -0.34530 4.71087
H 4.67170 4.42384 0.91311
H -5.46336 3.02630 4.36255
H -4.59916 -0.74775 -2.43343
H -7.59815 4.89121 3.63277
H -3.36355 0.30818 -3.15262
H 3.22510 -3.43397 3.05213
H -2.06745 -4.33436 -4.67948
H 1.11472 -3.53943 -1.66241
H -7.53482 0.68593 3.00607
H 4.48088 4.83185 -5.73334
H -3.36821 -4.95793 -5.68294
H 4.60799 -1.59241 -3.14698
H -4.97900 0.87794 -0.03596
H 9.62279 -1.66727 -0.40067
H 2.96551 -2.47868 -1.32335
H -3.75294 -3.33473 -3.28392
H 4.01981 -5.79589 -1.47211
H 5.50521 3.37779 -0.25037
H -2.97876 -0.34373 1.02707
H 4.47706 -0.98110 2.35906
H -1.77868 -1.95586 3.02747
H -7.67257 0.00293 6.50280
H -3.63099 -0.74161 3.99642
H -5.40249 5.86027 4.34305
H -6.74184 5.58454 2.23868
H 5.76769 2.72080 -5.28598
H 4.14051 4.98220 -3.99608
H -0.45154 -1.76105 -2.32555
H -3.66828 -1.82218 1.72298
H 4.64295 1.58764 0.91062
H -2.94839 0.71705 3.29255
H 4.97663 -1.74730 4.68704
H 8.05911 -1.66710 -2.80923
H 8.97990 -3.47848 -0.54473
H -5.82157 1.11600 5.22788
H 3.30226 -1.56229 0.30871
H 2.74267 -1.21393 2.64992
H -4.59781 0.21852 2.85551
H -7.36410 1.93850 4.93097
H 6.00844 -1.85651 0.30243
*
```

For the HOMO-LUMO gap, the calculation gives 7.78 eV. As for the SMILES: C#C[Si@@H](C=C)COCOCCO.CCO.CCO.CCO.CCO.CCO.CCO.CCO.CCO.